1.
{
  "formula": "C49H57AsN4O2P2PtS",
  "method": "ωB97M-V/def2-TZVPD",
  "e_homo_ev": -17.601,
  "multiplicity": 1,
  "e_above_lowest_ev": 0.000,
  "total_charge": 4,
  "total_energy_ev": -155257.0791,
  "symbols": ["Pt", "As", "S", "P", "P", "O", "O", "N", "N", "N", "N", "C", "C", "C", "C", "C", "C", "C", "C", "C", "C", "C", "C", "C", "C", "C", "C", "C", "C", "C", "C", "C", "C", "C", "C", "C", "C", "C", "C", "C", "C", "C", "C", "C", "C", "C", "C", "C", "C", "C", "C", "C", "C", "C", "C", "C", "C", "C", "C", "C", "H", "H", "H", "H", "H", "H", "H", "H", "H", "H", "H", "H", "H", "H", "H", "H", "H", "H", "H", "H", "H", "H", "H", "H", "H", "H", "H", "H", "H", "H", "H", "H", "H", "H", "H", "H", "H", "H", "H", "H", "H", "H", "H", "H", "H", "H", "H", "H", "H", "H", "H", "H", "H", "H", "H", "H", "H"],
  "coordinates": [[0.55494, 0.31415, 0.60910], [2.19670, 2.23325, -0.20276], [-1.93279, -0.85758, -1.64164], [1.93045, -1.39592, 0.04069], [-0.20709, -1.40415, 2.27894], [-2.93227, 2.02236, -6.53397], [-4.45825, 0.92091, -5.36891], [-3.29673, -2.71110, -2.88034], [-1.20461, 1.82231, -0.14363], [0.04901, 1.80730, 2.28883], [-4.41585, -0.71451, -2.83713], [0.61736, -2.95824, 1.82118], [-1.28249, 0.81785, -2.33294], [2.82582, 3.30952, 1.28807], [4.53835, 2.23602, -2.00077], [-4.41302, -3.45889, -3.51303], [4.42848, -2.12345, -3.11243], [-4.05858, -0.46827, 1.32543], [-1.69612, 0.91021, -3.73771], [4.69077, -0.48583, 2.91398], [1.69754, -1.88687, -2.66494], [0.98356, -2.92846, 0.35901], [2.16771, -2.20422, -3.93007], [-4.55870, -1.62167, 0.72806], [-2.87191, 2.60704, -1.78755], [-0.67641, 3.69128, 4.21844], [0.48521, -1.61526, 6.26116], [3.63476, -0.40324, 2.01545], [-5.58623, -1.26657, -3.57043], [-1.89314, -1.52200, 1.57599], [-3.73077, -2.72132, 0.55781], [1.69409, 3.53857, -1.56340], [5.42085, -1.66233, 3.01639], [-1.27229, 3.70369, 2.95988], [-3.43926, 1.54841, -5.41352], [-1.80802, 1.80812, -1.37895], [4.16842, 3.98499, 1.00696], [-0.47333, -1.56839, 4.05029], [0.56357, 4.49986, -1.19419], [4.04866, -2.67422, 1.31717], [-2.73365, -0.42042, 1.73999], [3.53526, -2.32434, -4.15415], [3.30812, -1.49250, 1.20779], [2.59295, -1.68530, -1.61188], [0.60818, 1.80013, 3.48380], [-5.72366, -2.74355, -3.24303], [0.26871, 2.72614, 4.48452], [-1.52637, 2.71761, 0.73536], [3.75368, 1.38500, -0.99899], [-2.39936, -2.67360, 0.97765], [-2.71648, 1.72179, -4.09118], [-1.66940, -2.08760, 4.54306], [-3.35797, -1.43470, -2.57024], [5.09889, -2.75576, 2.21907], [3.96397, -1.78260, -1.84677], [0.59811, -1.31516, 4.91352], [-1.76235, -2.40136, 5.89265], [-0.70070, -2.14793, 6.75043], [-0.89588, 2.74680, 2.03065], [-3.33235, 2.53713, -3.09046], [-1.78413, -3.56044, 0.87320], [0.75006, 5.00288, -0.24408], [4.44113, 4.60206, 1.86278], [-0.80275, -2.35259, 7.80809], [1.51107, -3.04653, 2.44046], [4.67091, -1.61642, -1.04420], [4.39261, 1.08374, -0.16607], [-0.03436, -3.79176, 2.08980], [1.35400, 1.03728, 3.66485], [-4.71162, 0.38174, 1.48983], [-6.46253, -0.70551, -3.25513], [4.94985, 0.36271, 3.53621], [1.47064, 2.99097, -2.47963], [-0.23798, 0.53614, -2.14634], [1.47397, -2.36739, -4.74654], [-4.42120, -4.46580, -3.10312], [0.62750, -1.82150, -2.48451], [-2.35793, 0.46549, 2.24385], [0.75370, 2.67325, 5.45152], [3.90279, -2.57158, -5.14179], [-5.59921, -1.67136, 0.42916], [-2.66736, -2.85715, 6.27081], [1.31490, -1.42867, 6.93080], [2.61106, 4.10264, -1.73480], [0.09594, -2.92584, -0.27584], [4.96648, 3.25676, 0.87056], [2.05009, 4.05257, 1.48211], [-3.34471, 3.30432, -1.11059], [3.81487, -3.53229, 0.69528], [1.59479, -3.78218, 0.06276], [5.67377, -3.67003, 2.29831], [4.12919, 4.63892, 0.13700], [-5.45073, -1.09550, -4.63654], [0.47751, 5.27663, -1.95396], [4.94150, 3.14170, -1.55149], [-4.21756, -3.53572, -4.58258], [-6.51479, -3.17983, -3.84871], [-2.02159, 4.44488, 2.70618], [-0.39778, 3.99547, -1.13609], [-2.14805, 2.58134, -6.44334], [3.05570, 0.50525, 1.92878], [-6.00168, -2.86353, -2.19304], [-2.44496, -3.21319, -2.67719], [3.93701, 2.51479, -2.86517], [-2.50957, -2.28314, 3.89127], [-4.41483, 0.26726, -2.62162], [1.52370, -0.89286, 4.53045], [-2.27120, 3.48886, 0.54690], [5.49206, -2.23779, -3.28038], [-1.21130, 0.26264, -4.46182], [3.39496, 0.48398, -1.47854], [6.24353, -1.72869, 3.71726], [-4.18818, 3.14514, -3.37549], [-0.95240, 4.42224, 4.96811], [2.89450, 2.66206, 2.16131], [-4.12354, -3.63570, 0.12696], [5.38412, 1.65613, -2.37228]],
  "lowdin_charge": [0.57, 1.19, 1.12, 0.84, 1.00, 0.21, 0.17, 0.07, 0.02, -0.03, 0.10, -0.35, -0.37, -0.39, -0.12, -0.10, -0.02, -0.06, 0.03, -0.05, -0.11, -0.36, -0.06, -0.07, 0.04, 0.02, -0.04, -0.14, -0.10, -0.43, -0.08, -0.38, -0.03, 0.06, -0.48, -0.25, -0.12, -0.35, -0.13, -0.08, -0.13, -0.03, -0.38, -0.38, -0.11, -0.13, 0.04, -0.04, -0.40, -0.11, -0.11, -0.06, -0.54, -0.03, -0.08, -0.10, -0.03, -0.02, -0.27, 0.11, 0.11, 0.08, 0.09, 0.13, 0.10, 0.11, 0.07, 0.11, 0.09, 0.12, 0.15, 0.12, 0.07, 0.08, 0.11, 0.14, 0.06, 0.09, 0.14, 0.13, 0.12, 0.13, 0.12, 0.07, 0.06, 0.08, 0.07, 0.13, 0.12, 0.11, 0.13, 0.08, 0.12, 0.09, 0.07, 0.14, 0.14, 0.14, 0.03, 0.15, 0.03, 0.12, 0.15, 0.07, 0.11, 0.13, 0.09, 0.14, 0.13, 0.16, 0.01, 0.13, 0.16, 0.14, 0.05, 0.12, 0.09]
}



2.
{
  "formula": "C49H57BIN11PS3ScSe",
  "method": "ωB97M-V/def2-TZVPD",
  "e_homo_ev": [-11.641, -12.281],
  "multiplicity": 1,
  "e_above_lowest_ev": 10.612,
  "total_charge": 2,
  "total_energy_ev": -204734.4582,
  "symbols": ["I", "Se", "Sc", "S", "S", "S", "P", "N", "N", "N", "N", "N", "N", "N", "N", "N", "N", "N", "C", "C", "C", "C", "C", "C", "C", "C", "C", "C", "C", "C", "C", "C", "C", "C", "C", "C", "C", "C", "C", "C", "C", "C", "C", "C", "C", "C", "C", "C", "C", "C", "C", "C", "C", "C", "C", "C", "C", "C", "C", "C", "C", "C", "C", "C", "C", "C", "C", "B", "H", "H", "H", "H", "H", "H", "H", "H", "H", "H", "H", "H", "H", "H", "H", "H", "H", "H", "H", "H", "H", "H", "H", "H", "H", "H", "H", "H", "H", "H", "H", "H", "H", "H", "H", "H", "H", "H", "H", "H", "H", "H", "H", "H", "H", "H", "H", "H", "H", "H", "H", "H", "H", "H", "H", "H", "H"],
  "coordinates": [[3.40534, -2.07609, 0.75874], [-3.57990, 1.60710, 2.37326], [0.64666, -0.04035, 0.09662], [2.05205, 0.38959, -2.06032], [-0.48391, 2.24016, 0.19679], [0.41753, -2.68125, -0.79621], [0.83260, 1.12640, 3.00192], [-1.87130, 3.86062, -1.55906], [0.74196, -1.46249, 2.12088], [-4.34839, 1.55108, 0.79057], [-2.38227, 0.35362, 1.95367], [-2.02872, -1.55957, -0.96766], [-0.16080, 0.23146, -3.64573], [-1.57333, 1.81812, -2.27834], [1.70024, 0.04297, -4.77609], [2.60591, 1.29105, 0.62530], [-1.59676, -0.84638, 0.18498], [-1.99590, -3.72014, -1.62132], [-2.49645, 3.75156, -2.79010], [3.83449, 1.28192, -4.83278], [-2.59216, -5.74036, -2.93814], [-0.30258, 5.53677, -0.67323], [-0.53127, -3.40071, 3.46542], [-2.56288, -0.00008, 0.71579], [0.17857, 1.53580, 5.72168], [-0.49324, 0.07129, -4.97416], [-3.47546, -1.98154, -1.10228], [5.37060, 1.88388, 3.04834], [-0.37703, -2.59469, 4.79542], [2.09472, -3.50917, 3.18655], [2.25197, -1.37116, 3.71955], [-3.31316, -3.34322, -1.64021], [0.09604, 1.99243, 4.40671], [3.15396, -0.04255, -5.16910], [-0.41055, 2.26011, 6.74639], [-1.77568, 5.14689, -0.78255], [-3.71823, -0.76686, -2.06333], [0.89793, -0.67503, 3.43996], [2.28262, -2.70295, 4.50853], [-1.18812, -2.75048, -1.16021], [3.29305, 1.83590, 4.24804], [0.97123, -3.31278, 5.06113], [-2.43362, 4.98079, 0.58639], [0.79632, -4.12711, 3.74456], [-1.08191, 3.44285, 6.46415], [-0.20555, -5.15760, -2.65474], [-1.56902, -5.14348, -1.97175], [3.80522, -1.22406, -4.45077], [2.02751, -2.16955, 2.41772], [1.17993, 0.20566, -3.53780], [-0.41364, -1.26988, 3.98705], [-1.54713, -5.91789, -0.65690], [-0.59338, 3.17183, 4.12826], [2.60262, 1.55152, 3.07078], [4.69307, 1.63809, 1.86444], [-3.72384, 0.64708, 0.03563], [3.31328, 1.48904, 1.87682], [0.65063, -0.03634, -5.67517], [-1.17340, 3.89968, 5.15681], [3.23759, -0.28037, -6.67265], [-0.54748, -2.07285, 2.68326], [-2.52547, 6.23536, -1.54244], [-2.31765, 2.49346, -3.22712], [-2.19584, -0.79652, -2.34329], [-4.21158, 0.37504, -1.25013], [4.66832, 2.00227, 4.24012], [-1.30304, 2.66519, -1.26922], [-1.09646, 0.37172, -2.44011], [1.05962, -3.80041, 6.02732], [-1.51320, 0.04919, -5.31685], [3.36868, 2.10404, -5.37789], [0.14720, 5.61811, -1.66407], [4.29057, -0.34111, -6.94131], [-0.04829, -6.16357, -3.04206], [-2.65889, 2.02644, -4.13417], [2.74804, 1.92142, 5.17967], [-1.10788, -2.66269, 5.59604], [2.18118, 2.17682, 0.34073], [0.69868, 0.61107, 5.94909], [-0.23034, 6.50879, -0.18515], [-1.17086, -0.54851, 4.27691], [0.75853, -5.21254, 3.73595], [-0.48635, 0.04424, -1.47117], [-4.33831, -0.96968, -2.93223], [3.22661, -2.13652, -4.60506], [5.23757, 1.57870, 0.92912], [2.76647, -1.21986, -6.96492], [0.61110, -4.92796, -1.97937], [3.90574, -1.05019, -3.38322], [0.79911, -0.16479, -6.72942], [-0.84457, -5.46854, 0.04705], [-4.10116, -4.02855, -1.87584], [3.11263, -0.72732, 3.86217], [-1.98717, -1.57276, -3.08493], [-2.48140, 7.14407, -0.94412], [3.30007, 1.08261, -0.08793], [-2.06986, 6.45471, -2.50860], [-1.22835, -6.94207, -0.84917], [-2.27143, 5.89043, 1.16498], [-2.21557, -6.70786, -3.26506], [-4.02925, -1.93890, -0.16176], [-0.34555, 1.90447, 7.76610], [2.80413, 0.53959, -7.24621], [-3.57846, 5.98760, -1.68089], [-1.39050, -4.03758, 3.26797], [-3.55845, -5.92331, -2.47307], [-5.07074, 0.93829, -1.58490], [-1.70115, 4.81893, 4.93939], [-0.67351, 3.51448, 3.10250], [2.84444, -4.20374, 2.82209], [-2.72595, -5.11583, -3.82218], [6.44559, 2.00325, 3.03588], [-2.53891, -5.94539, -0.20358], [4.79930, -1.37814, -4.87010], [-0.17487, -4.46581, -3.49844], [5.19295, 2.21871, 5.16079], [-2.02080, 4.14254, 1.13986], [-3.50892, 4.82937, 0.47723], [3.79084, 1.49469, -3.76759], [-1.36887, -1.93472, 1.99895], [0.26257, 4.81557, -0.08713], [3.16492, -2.83562, 5.12754], [-1.53793, 4.00681, 7.26685], [-3.02595, 4.56498, -3.24612], [4.88198, 1.22927, -5.12901]],
  "lowdin_charge": [1.03, 1.11, 0.43, 0.72, 0.72, 0.80, 1.12, 0.03, -0.09, -0.24, -0.24, -0.15, 0.05, 0.07, 0.02, -0.08, -0.05, 0.03, -0.01, -0.03, -0.03, -0.03, -0.10, -0.49, -0.10, -0.03, -0.10, -0.05, -0.09, -0.16, -0.13, 0.06, -0.37, -0.54, -0.06, -0.53, -0.14, -0.38, -0.10, -0.60, -0.07, -0.10, -0.04, -0.11, -0.06, -0.06, -0.52, -0.03, -0.68, -0.58, -0.13, -0.01, -0.11, -0.31, -0.02, -0.39, -0.33, -0.01, -0.06, -0.05, -0.15, -0.05, -0.02, -0.01, 0.04, -0.05, -0.55, -0.59, 0.15, 0.13, 0.10, 0.10, 0.10, 0.10, 0.13, 0.11, 0.15, 0.05, 0.11, 0.10, 0.13, 0.15, 0.00, 0.15, 0.10, 0.12, 0.10, 0.03, 0.04, 0.12, 0.08, 0.13, 0.13, 0.15, 0.10, 0.01, 0.09, 0.11, 0.10, 0.10, 0.18, 0.11, 0.09, 0.09, 0.14, 0.08, 0.13, 0.11, 0.08, 0.13, 0.10, 0.12, 0.10, 0.10, 0.10, 0.12, 0.00, 0.09, 0.04, 0.10, 0.04, 0.15, 0.11, 0.12, 0.10]
}



Number 1 is which compound? C49H57AsN4O2P2PtS